# 1
{"formula": "C20H27N5", "method": "ωB97M-V with the def2-TZVPD basis set", "max_force_ev_per_a": 0.854, "relative_energy_kcal_mol": 19.24, "homo_ev": -8.269, "charge": 0, "e_tot_ha": -1052.0894, "molar_mass_g_mol": 337.47, "smiles": "Cc1cc(C)n(C[C@H](C)NCc2cn[nH]c2-c2ccc(C)c(C)c2)n1", "species": ["C", "C", "N", "N", "C", "C", "H", "C", "H", "H", "H", "C", "H", "H", "C", "N", "H", "C", "C", "C", "N", "N", "C", "H", "H", "C", "C", "C", "C", "C", "C", "H", "C", "H", "H", "H", "C", "H", "H", "H", "H", "H", "H", "H", "C", "H", "H", "H", "H", "H", "H", "H"], "positions_angstrom": [[6.86055, 0.30148, 2.17526], [5.97460, -0.02006, 1.02441], [4.78853, -0.57882, 1.19282], [4.26463, -0.73567, -0.02582], [5.09404, -0.27345, -0.99112], [6.21788, 0.19371, -0.34376], [7.09156, 0.62544, -0.78861], [4.76755, -0.33359, -2.43956], [4.64282, -1.36693, -2.76518], [3.84427, 0.20203, -2.65773], [5.57501, 0.11444, -3.01229], [2.94193, -1.26404, -0.18084], [2.75888, -1.94769, 0.65072], [2.87402, -1.81491, -1.12125], [1.86889, -0.14913, -0.17584], [0.65335, -0.71244, -0.73940], [0.12358, -1.17181, -0.00604], [-0.19941, 0.18221, -1.50807], [-0.82436, 1.31210, -0.74861], [-2.05331, 1.36915, -0.09716], [-2.13149, 2.62190, 0.42260], [-1.05728, 3.35878, 0.16590], [-0.26401, 2.58632, -0.54865], [0.67757, 2.95737, -0.90281], [-2.87594, 2.99848, 0.98726], [-3.14869, 0.42204, 0.03310], [-2.93109, -0.95062, 0.10630], [-3.99870, -1.81852, 0.22798], [-5.30627, -1.35764, 0.28254], [-5.53881, 0.02000, 0.20844], [-4.46445, 0.88430, 0.08573], [-4.65830, 1.94508, 0.00274], [-6.93555, 0.55918, 0.25730], [-7.53116, 0.15386, -0.55994], [-7.42200, 0.27843, 1.19104], [-6.93567, 1.64345, 0.17954], [-6.44530, -2.31963, 0.41608], [-7.12421, -2.23058, -0.43163], [-7.01803, -2.11419, 1.32010], [-6.08169, -3.34292, 0.46180], [-3.81040, -2.88126, 0.28589], [-1.92756, -1.34342, 0.08389], [-0.98387, -0.43312, -1.95967], [0.41591, 0.59547, -2.31358], [1.71740, 0.41123, 1.23867], [1.09376, 1.30160, 1.24354], [2.69557, 0.66230, 1.64095], [1.26515, -0.33730, 1.88805], [2.20754, 0.64845, -0.84646], [7.06290, 1.37143, 2.21171], [7.81197, -0.22035, 2.07990], [6.37768, -0.00212, 3.09971]]}



# 2
{"formula": "C19H16ClN3O2", "method": "ωB97M-V with the def2-TZVPD basis set", "max_force_ev_per_a": 0.909, "relative_energy_kcal_mol": 13.10, "homo_ev": -8.256, "charge": 0, "e_tot_ha": -1508.5976, "molar_mass_g_mol": 353.81, "smiles": "O=C(NCCc1ccccn1)c1cccnc1Oc1ccc(Cl)cc1", "species": ["O", "C", "N", "H", "C", "H", "H", "C", "C", "N", "C", "C", "C", "C", "H", "H", "H", "H", "H", "H", "C", "C", "C", "C", "N", "C", "O", "C", "C", "C", "C", "C", "C", "H", "H", "Cl", "H", "H", "H", "H", "H"], "positions_angstrom": [[1.63160, 1.64465, 0.19168], [1.47208, 0.71354, -0.57172], [2.42976, -0.19384, -0.85444], [2.24114, -1.02324, -1.41056], [3.70177, -0.21749, -0.17753], [3.64640, 0.48966, 0.65449], [4.49536, 0.10979, -0.86166], [4.01181, -1.63228, 0.32879], [4.19924, -2.59012, -0.81388], [3.18176, -2.71701, -1.66241], [3.29758, -3.53811, -2.69090], [4.43219, -4.29296, -2.93773], [5.49856, -4.16590, -2.06119], [5.38326, -3.30094, -0.98618], [6.19728, -3.17756, -0.28825], [6.40666, -4.73076, -2.21429], [4.48035, -4.95537, -3.78731], [2.43453, -3.58944, -3.34267], [4.91099, -1.61006, 0.94450], [3.17499, -1.96948, 0.94465], [0.20481, 0.49064, -1.33757], [0.20843, 0.18807, -2.68881], [-0.99559, 0.06294, -3.37030], [-2.16438, 0.25970, -2.66039], [-2.19233, 0.54108, -1.36780], [-1.04985, 0.65291, -0.71225], [-1.04018, 0.84897, 0.61406], [-2.12674, 1.26568, 1.33686], [-3.19945, 1.98469, 0.82370], [-4.21217, 2.40517, 1.66709], [-4.15290, 2.11290, 3.01904], [-3.08087, 1.40741, 3.54352], [-2.07155, 0.98719, 2.70165], [-1.22187, 0.44553, 3.08562], [-3.03874, 1.19106, 4.59931], [-5.42513, 2.63756, 4.06582], [-5.04605, 2.96384, 1.27206], [-3.24608, 2.21325, -0.22753], [-3.13520, 0.19272, -3.13291], [-1.01927, -0.16734, -4.42316], [1.14769, 0.07379, -3.21090]]}



# 3
{"formula": "C6H4", "method": "ωB97M-V with the def2-TZVPD basis set", "max_force_ev_per_a": 4.100, "relative_energy_kcal_mol": 44.06, "homo_ev": -7.462, "charge": 0, "e_tot_ha": -230.8065, "molar_mass_g_mol": 76.10, "smiles": "C=C=C=C1C=C1", "species": ["C", "C", "C", "C", "C", "C", "H", "H", "H", "H"], "positions_angstrom": [[-1.02672, -0.05250, -0.03007], [0.32163, -0.00726, -0.16825], [-2.31655, 0.55436, 0.34457], [-2.28260, -0.58169, -0.36359], [1.56784, -0.08945, -0.13272], [2.83920, 0.04219, 0.02608], [-2.95015, 1.48129, 0.51257], [-2.72049, -1.52756, -0.78651], [3.52129, -0.78690, 0.09473], [3.04655, 0.96752, 0.50318]]}



# 4
{"formula": "C2H4N3O3PS", "method": "ωB97M-V with the def2-TZVPD basis set", "max_force_ev_per_a": 3.219, "relative_energy_kcal_mol": 0.00, "homo_ev": -9.622, "charge": 0, "e_tot_ha": -1208.1279, "molar_mass_g_mol": 181.11, "smiles": "OP(O)(=S)On1ccnn1", "species": ["C", "C", "N", "N", "N", "O", "O", "O", "P", "S", "H", "H", "H", "H"], "positions_angstrom": [[-2.64353, -0.06472, -0.51049], [-1.56824, -0.17310, -1.34752], [-2.22183, 0.38049, 0.69569], [-0.96850, 0.57724, 0.66800], [-0.57210, 0.25372, -0.55153], [2.01059, 1.24676, 1.14988], [1.22967, -1.17677, 1.13637], [0.80659, 0.31253, -0.91649], [1.95786, -0.06495, 0.18409], [3.66594, -0.62921, -0.52036], [-3.76132, -0.25808, -0.78466], [-1.14346, -0.71350, -2.18332], [1.33818, 1.90214, 1.17583], [1.87014, -1.59255, 1.80449]]}



# 5
{"formula": "CH8NO", "method": "ωB97M-V with the def2-TZVPD basis set", "max_force_ev_per_a": 6.036, "relative_energy_kcal_mol": 20.23, "spin_multiplicity": 2, "homo_ev": [-3.268, -11.832], "charge": 0, "e_tot_ha": -172.7342, "molar_mass_g_mol": 50.08, "species": ["O", "H", "H", "H", "C", "N", "H", "H", "H", "H", "H"], "positions_angstrom": [[0.42980, 2.54877, 0.45220], [1.04927, 2.90215, -0.26223], [0.28243, 0.27142, 0.07024], [0.72144, 2.97241, 1.30061], [-0.27193, -1.73362, 0.06000], [-0.36746, -0.29878, -0.43841], [-1.16896, -2.29929, -0.21811], [-0.01160, -1.99311, 1.07932], [0.64754, -2.16036, -0.51301], [-0.16654, -0.30467, -1.40593], [-1.14398, 0.09510, -0.12467]]}



# 6
{"formula": "C27H38AgGe2N5S2", "method": "ωB97M-V with the def2-TZVPD basis set", "max_force_ev_per_a": 0.693, "relative_energy_kcal_mol": 0.00, "homo_ev": -7.380, "charge": 0, "e_tot_ha": -6422.5571, "molar_mass_g_mol": 749.86, "species": ["Ag", "C", "S", "C", "S", "N", "N", "C", "C", "C", "C", "C", "C", "N", "H", "H", "H", "H", "H", "H", "H", "H", "C", "C", "Ge", "C", "C", "C", "C", "Ge", "C", "C", "C", "C", "C", "C", "C", "C", "C", "C", "H", "H", "H", "H", "H", "H", "H", "H", "H", "H", "H", "H", "H", "H", "H", "H", "H", "H", "H", "H", "H", "H", "H", "H", "H", "H", "N", "C", "C", "N", "C", "H", "H", "H", "H"], "positions_angstrom": [[-0.08087, 0.09230, 0.22099], [2.74139, -4.58789, 1.76784], [3.65314, -3.17113, 1.13346], [2.40668, -2.06145, 0.54191], [0.73241, -2.39939, 0.69527], [3.02160, -1.02162, 0.01303], [2.18187, -0.14587, -0.60115], [2.72056, 0.88710, -1.10689], [1.89555, 1.81032, -1.93038], [2.48610, 2.82203, -2.67472], [1.69105, 3.59800, -3.50489], [0.33188, 3.34277, -3.57363], [-0.17645, 2.32401, -2.77772], [0.58037, 1.58882, -1.97247], [3.36980, -5.04237, 2.53323], [2.54301, -5.30690, 0.97635], [1.80125, -4.25804, 2.20510], [3.79240, 1.05380, -1.01305], [3.55612, 2.98533, -2.61126], [2.13165, 4.39052, -4.09773], [-0.31992, 3.91830, -4.21712], [-1.24259, 2.10234, -2.76396], [-4.16588, -2.75095, -0.54449], [-2.84716, -2.25457, 0.05899], [-2.09854, -0.75929, -0.95109], [-1.42912, -1.38455, -2.67321], [-2.48424, -1.27665, -3.77992], [-3.54573, 0.51519, -1.20469], [-3.58286, 1.60179, -0.42921], [-1.95040, 1.75615, 0.69606], [-0.75712, 3.33293, 0.52179], [-1.25724, 4.66929, -0.03988], [-2.43209, 1.64361, 2.59496], [-3.15871, 2.87705, 3.14603], [-4.78877, 2.48430, -0.32442], [-6.02563, 2.08519, -0.84458], [-7.14182, 2.90133, -0.75404], [-7.06048, 4.13767, -0.12382], [-5.85318, 4.53725, 0.42584], [-4.73800, 3.71337, 0.32883], [-4.57758, -3.57859, 0.03786], [-4.03145, -3.11125, -1.56839], [-4.92020, -1.96015, -0.56888], [-2.09744, -3.04867, 0.08136], [-2.98880, -1.91961, 1.08905], [-1.10044, -2.41602, -2.52348], [-0.53779, -0.80454, -2.92031], [-3.38280, -1.85719, -3.55027], [-2.09056, -1.64667, -4.73072], [-2.79906, -0.24044, -3.93548], [-4.38139, 0.26999, -1.86755], [0.07156, 2.98537, -0.09578], [-0.34986, 3.46016, 1.52941], [-1.85570, 4.54174, -0.94506], [-0.40957, 5.30869, -0.30133], [-1.86053, 5.22163, 0.68283], [-1.48145, 1.50501, 3.11623], [-3.02072, 0.73634, 2.75717], [-2.60674, 3.79878, 2.93129], [-3.26457, 2.81185, 4.23199], [-4.15837, 2.98582, 2.72287], [-6.12066, 1.11393, -1.31606], [-8.08365, 2.56741, -1.17121], [-7.93536, 4.77237, -0.04706], [-5.77645, 5.48833, 0.93832], [-3.81047, 4.02616, 0.78040], [1.76816, 0.13596, 4.16488], [2.58117, 1.15982, 3.72389], [2.07077, 1.52455, 2.52088], [0.96537, 0.74797, 2.22613], [0.81932, -0.08246, 3.23115], [1.89120, -0.39568, 5.00652], [3.42519, 1.51755, 4.28848], [2.42450, 2.28591, 1.84088], [0.06545, -0.84857, 3.31207]]}